Record 1
17
Properties=species:S:1:pos:R:3:forces:R:3:lowdin_spin:R:1 method="wB97M-V/def2-TZVPD" total_charge=-1 molar_mass_g_mol=97.11 spin_multiplicity=2 e_homo_ev="1.11 / -5.77" orbital_gap_ev="2.10 / 8.88" relative_energy_kcal_mol=13.1
C 0.554 -2.065 -0.959 -0.77 0.32 -0.62 0.019
O 0.015 -3.357 -1.233 -0.08 -0.13 0.18 0.001
C 0.267 -1.623 0.439 0.75 -0.12 1.35 0.043
N 0.860 -0.346 0.717 -0.23 0.48 -0.19 0.040
H 0.088 -1.325 -1.630 0.15 -0.26 -0.04 0.006
H 1.618 -2.073 -1.166 0.28 -0.06 0.09 0.003
H -0.427 -3.661 -0.430 0.11 0.06 -0.24 0.001
H 0.662 -2.386 1.143 -0.05 -0.11 -0.26 0.005
H -0.808 -1.587 0.639 -0.16 0.01 -0.31 0.009
H 1.585 0.013 0.114 -0.07 -0.13 0.16 0.030
H 0.963 -0.084 1.682 0.05 0.02 -0.11 0.047
H -4.421 3.029 -0.501 0.22 -0.02 0.15 0.021
H -3.420 2.290 0.418 0.11 0.15 -0.06 0.045
O -3.997 2.176 -0.347 -0.27 -0.11 -0.11 0.134
H 2.586 3.495 1.005 -0.03 -0.03 0.06 0.106
H 1.742 4.185 -0.055 -0.08 -0.06 0.00 0.106
O 2.133 3.320 0.163 0.06 0.00 -0.05 0.383

=====

Record 2
17
Properties=species:S:1:pos:R:3:forces:R:3:lowdin_charge:R:1 method="wB97M-V/def2-TZVPD" total_charge=+1 molar_mass_g_mol=116.21 spin_multiplicity=1 e_homo_ev=-13.69 orbital_gap_ev=8.22 relative_energy_kcal_mol=77.6
C 0.804 0.036 -0.412 -0.04 0.16 0.89 -0.290
C 1.386 0.670 0.888 0.46 4.40 -3.36 -0.295
C -0.341 0.877 -0.480 -1.70 1.96 4.03 -0.448
C -1.437 1.195 -1.395 1.88 -1.57 -1.89 -0.030
C 0.234 -1.425 -0.015 2.01 -2.25 -0.42 -0.219
N -0.291 -1.490 1.215 0.56 -0.11 3.53 0.007
S -0.239 1.503 1.171 0.45 -1.04 -2.20 1.129
H 1.298 0.063 -1.333 1.47 -0.57 -1.28 0.142
H 2.244 1.488 0.831 -2.00 -1.48 -0.69 0.155
H -1.391 2.275 -1.471 -0.27 0.28 -0.63 0.105
H -2.432 0.899 -1.093 -0.16 -0.17 0.39 0.106
H -1.133 0.623 -2.345 -0.96 1.31 0.87 0.139
H 0.999 -2.251 0.065 0.36 1.50 -1.16 0.168
H 1.753 0.089 1.597 0.99 -3.05 3.31 0.022
H -0.514 -1.872 -0.619 -0.49 0.38 -1.70 0.126
H -1.217 -1.285 1.351 -2.42 0.50 0.55 0.068
H 0.277 -1.395 2.046 -0.16 -0.26 -0.24 0.113

=====

Record 3
68
Properties=species:S:1:pos:R:3:forces:R:3:lowdin_spin:R:1 method="wB97M-V/def2-TZVPD" total_charge=0 molar_mass_g_mol=857.03 spin_multiplicity=2 e_homo_ev="-7.58 / -7.58" orbital_gap_ev="8.01 / 6.54" relative_energy_kcal_mol=0.0
Hg -1.036 -0.339 -0.867 0.24 -0.07 -0.22 0.001
F 3.220 5.414 -0.256 -0.02 -0.06 0.00 0.012
C 2.903 4.126 -0.386 0.13 0.04 -0.02 0.019
C 3.913 3.191 -0.566 0.04 0.04 0.01 -0.014
F 5.184 3.600 -0.611 -0.06 -0.04 0.00 -0.005
C 3.603 1.848 -0.693 0.15 0.02 0.01 0.021
F 4.623 0.998 -0.868 -0.09 -0.03 0.02 0.009
C 2.285 1.403 -0.646 -0.05 -0.13 -0.01 0.072
P 1.767 -0.351 -0.710 0.00 -0.01 0.03 0.012
C 2.673 -1.132 0.666 -0.08 -0.02 0.02 0.000
C 1.978 -1.237 1.872 -0.07 -0.02 -0.01 0.001
C 2.598 -1.774 2.993 0.00 0.00 -0.04 0.000
C 3.905 -2.230 2.911 -0.01 0.02 -0.04 0.001
C 4.594 -2.148 1.707 -0.03 0.00 0.01 0.000
C 3.983 -1.601 0.590 0.06 0.05 -0.03 0.001
C 2.512 -0.988 -2.241 0.00 0.05 -0.02 0.000
C 2.842 -2.336 -2.368 -0.01 -0.03 0.01 0.001
C 3.285 -2.839 -3.582 0.00 0.04 0.00 0.000
C 3.392 -2.002 -4.685 -0.02 0.00 0.03 0.000
C 3.045 -0.663 -4.570 0.00 -0.01 0.02 0.000
C 2.603 -0.158 -3.357 0.01 0.02 -0.02 0.000
C 1.327 2.375 -0.481 0.03 -0.08 -0.02 0.585
Br -0.953 1.978 -2.066 -0.08 -0.09 0.10 0.185
C 1.586 3.705 -0.355 -0.11 0.14 0.03 0.079
F 0.615 4.618 -0.196 -0.02 -0.01 -0.01 0.007
H 0.946 -0.903 1.924 0.04 0.02 0.02 0.000
H 2.053 -1.848 3.925 0.00 0.00 -0.01 0.000
H 4.387 -2.655 3.782 0.00 0.00 0.00 0.000
H 5.612 -2.509 1.638 0.00 0.01 0.00 0.000
H 4.532 -1.533 -0.341 -0.01 0.02 0.00 0.000
H 2.757 -2.998 -1.514 0.01 0.00 -0.01 0.000
H 3.546 -3.886 -3.667 -0.01 0.00 0.01 0.000
H 3.739 -2.394 -5.632 0.00 0.00 0.00 0.000
H 3.115 -0.009 -5.430 0.00 0.00 0.01 0.000
H 2.319 0.885 -3.279 0.01 0.00 -0.01 0.000
C -4.532 0.342 -0.802 0.02 0.02 0.06 0.001
N -3.461 -0.625 -0.731 0.15 -0.17 -0.02 0.000
C -3.718 -1.867 -0.586 0.05 -0.14 0.03 0.000
C -2.684 -2.867 -0.576 -0.09 0.12 -0.16 0.000
C -2.783 -4.245 -0.428 0.07 -0.13 0.07 0.000
C -1.478 -4.750 -0.550 -0.07 0.09 0.01 0.000
C -0.654 -3.650 -0.776 0.01 -0.05 -0.02 0.000
N -1.380 -2.519 -0.806 -0.15 0.38 0.16 0.000
C -4.447 1.321 0.344 -0.12 0.17 0.04 0.000
C -4.097 2.647 0.124 -0.04 0.07 -0.01 0.000
C -4.066 3.554 1.177 -0.14 -0.06 0.01 0.000
C -4.383 3.140 2.463 -0.04 -0.03 -0.10 0.000
C -4.718 1.810 2.694 -0.04 0.02 -0.11 0.000
C -4.746 0.909 1.640 -0.01 0.02 0.06 0.000
H -5.509 -0.159 -0.792 -0.01 0.00 0.02 0.000
H -4.450 0.887 -1.744 0.03 0.01 0.00 0.001
H -4.752 -2.212 -0.475 0.00 -0.02 -0.03 0.000
H -3.691 -4.801 -0.247 0.02 0.00 -0.01 0.000
H -1.164 -5.780 -0.490 -0.01 0.01 0.00 0.000
H 0.414 -3.630 -0.937 0.00 0.01 0.02 0.000
H -3.843 2.970 -0.880 -0.01 0.00 0.04 0.001
H -3.800 4.587 0.988 0.00 0.02 -0.01 0.000
H -4.376 3.849 3.281 -0.02 0.04 0.03 0.000
H -4.972 1.479 3.694 0.01 -0.01 0.00 0.000
H -5.014 -0.126 1.820 0.01 0.01 0.00 0.000
N -1.625 1.218 3.512 0.22 -0.06 0.04 0.001
C -1.263 1.386 2.216 -0.17 0.49 -0.32 0.001
N -1.122 2.658 1.763 0.21 -0.13 0.23 0.005
O -1.054 0.419 1.481 0.12 -0.49 0.20 0.001
H -1.789 1.986 4.135 -0.02 0.00 -0.03 0.000
H -1.772 0.279 3.831 -0.01 0.02 0.00 0.000
H -1.536 3.432 2.252 -0.01 -0.08 -0.05 0.000
H -0.989 2.753 0.766 -0.04 0.02 -0.02 0.003

=====

Record 4
113
Properties=species:S:1:pos:R:3:forces:R:3:lowdin_spin:R:1 method="wB97M-V/def2-TZVPD" total_charge=-1 molar_mass_g_mol=910.83 spin_multiplicity=4 e_homo_ev="-4.88 / -4.99" orbital_gap_ev="6.14 / 6.20" relative_energy_kcal_mol=0.0
Cr 1.013 0.059 0.147 0.03 0.05 0.03 2.877
C -5.840 0.639 -2.100 0.06 0.03 0.02 0.000
C -4.737 1.554 -2.651 -0.01 0.00 -0.01 0.000
C -5.008 1.783 -4.139 0.01 -0.01 0.01 0.000
C -4.816 2.914 -1.944 0.00 0.01 -0.01 0.000
C -3.371 0.913 -2.399 0.00 -0.01 -0.09 0.002
C -2.927 0.726 -1.104 -0.08 0.18 -0.08 -0.003
C -1.684 0.152 -0.851 0.04 0.09 -0.13 0.001
N -1.131 -0.043 0.427 0.19 -0.03 0.24 -0.023
C -1.855 -0.221 1.472 -0.23 -0.10 0.04 0.019
C -3.303 -0.356 1.473 -0.19 -0.21 0.20 -0.004
C -4.000 -0.174 2.605 -0.02 0.02 0.00 0.012
C -3.298 0.212 3.837 0.05 -0.03 -0.01 -0.002
C -1.966 0.159 3.986 -0.13 -0.07 0.00 0.005
C -1.179 -0.333 2.817 0.19 0.34 -0.12 0.003
O -0.059 -0.765 2.911 0.08 -0.20 -0.03 0.017
C -1.227 0.528 5.262 0.01 -0.01 -0.01 0.001
C -2.172 1.156 6.288 0.01 0.00 -0.02 0.000
C -0.598 -0.723 5.896 -0.03 -0.01 0.00 0.000
C -0.129 1.544 4.918 0.02 0.04 -0.01 0.000
C -5.511 -0.332 2.689 -0.01 -0.04 0.02 0.001
C -5.848 -1.384 3.756 -0.01 0.01 -0.01 0.001
C -6.116 -0.778 1.360 0.02 0.05 0.06 0.000
C -6.142 1.015 3.076 0.00 -0.02 -0.01 0.001
C -0.791 -0.150 -1.905 0.02 -0.04 -0.12 -0.003
O 0.420 -0.534 -1.619 -0.05 0.10 0.13 -0.003
C -1.254 -0.014 -3.239 0.03 0.02 0.04 0.000
C -2.523 0.503 -3.437 -0.01 -0.02 0.01 -0.004
C -0.321 -0.359 -4.399 -0.01 0.00 -0.01 0.000
C 0.904 0.570 -4.369 -0.01 0.01 0.00 0.000
C 0.130 -1.824 -4.290 0.00 0.00 0.00 0.000
C -1.005 -0.185 -5.757 0.00 -0.01 0.00 0.000
H -6.828 1.079 -2.260 -0.01 0.01 0.01 0.000
H -5.710 0.476 -1.028 0.01 0.10 -0.35 0.000
H -5.810 -0.337 -2.590 0.00 -0.01 0.00 0.000
H -5.981 2.266 -4.260 0.00 0.00 0.00 0.000
H -5.032 0.845 -4.696 0.01 -0.01 0.00 0.000
H -4.253 2.430 -4.588 0.00 0.00 0.00 0.000
H -5.787 3.382 -2.126 0.00 0.00 0.00 0.000
H -4.034 3.582 -2.309 0.00 0.00 0.00 0.000
H -4.689 2.818 -0.865 0.01 -0.01 0.02 0.000
H -3.524 1.073 -0.270 0.11 0.15 -0.24 0.000
H -3.788 -0.626 0.546 0.06 -0.16 0.22 0.000
H -3.910 0.519 4.673 -0.01 0.02 0.02 0.000
H -2.950 0.459 6.611 0.00 0.00 0.01 0.000
H -2.649 2.058 5.897 -0.01 -0.01 -0.01 0.000
H -1.596 1.440 7.171 0.00 0.00 0.00 0.000
H -1.367 -1.464 6.133 0.00 0.00 0.00 0.000
H -0.100 -0.440 6.827 0.01 -0.01 0.00 0.000
H 0.133 -1.178 5.234 0.01 0.00 -0.02 0.000
H -0.563 2.451 4.491 0.00 0.00 -0.01 0.000
H 0.586 1.144 4.203 0.02 0.01 0.01 0.000
H 0.410 1.821 5.827 0.01 0.00 0.00 0.000
H -5.410 -2.349 3.496 0.00 0.00 0.00 0.000
H -6.931 -1.505 3.829 0.00 0.00 0.00 0.000
H -5.476 -1.100 4.741 0.01 0.00 0.01 0.000
H -5.705 -1.734 1.029 0.01 -0.01 -0.01 0.000
H -5.941 -0.039 0.576 -0.06 -0.15 0.29 0.000
H -7.195 -0.897 1.472 -0.01 0.01 0.00 0.000
H -5.784 1.378 4.039 0.01 0.00 0.01 0.000
H -7.228 0.910 3.142 0.00 0.00 0.00 0.000
H -5.916 1.774 2.325 0.00 0.01 -0.01 0.000
H -2.864 0.629 -4.453 0.00 0.01 -0.01 0.000
H 1.439 0.487 -3.425 0.00 0.00 0.00 0.000
H 0.595 1.610 -4.493 0.00 0.00 0.00 0.000
H 1.583 0.313 -5.187 0.00 0.00 0.00 0.000
H 0.644 -2.008 -3.350 0.00 0.00 0.01 0.000
H 0.807 -2.065 -5.116 0.00 0.00 0.00 0.000
H -0.732 -2.493 -4.351 0.00 0.00 0.00 0.000
H -1.302 0.850 -5.935 0.00 0.01 0.00 0.000
H -1.889 -0.821 -5.851 0.00 0.00 0.00 0.000
H -0.304 -0.468 -6.546 0.00 0.00 0.00 0.000
C 6.470 -4.850 -1.169 0.00 0.00 0.01 0.000
C 6.986 -3.472 -0.780 0.00 0.00 0.01 0.000
C 8.053 -3.009 -1.760 0.00 -0.01 0.00 0.000
C 8.592 -1.648 -1.359 0.01 -0.01 0.01 0.000
C 7.462 -0.664 -1.249 -0.01 0.00 0.01 0.000
C 7.667 0.682 -1.447 -0.01 0.01 0.01 0.001
C 6.614 1.583 -1.321 -0.01 -0.02 0.01 0.000
F 6.886 2.890 -1.511 0.00 0.01 0.00 0.000
C 5.348 1.181 -1.015 0.03 0.00 -0.01 0.000
C 5.117 -0.189 -0.833 0.00 0.00 0.01 -0.001
C 3.767 -0.628 -0.497 0.01 -0.01 0.08 0.004
O 2.855 0.228 -0.500 0.03 0.06 -0.23 -0.001
C 3.597 -2.001 -0.193 0.00 -0.01 0.05 0.002
C 4.665 -2.835 -0.337 0.00 0.01 0.03 0.002
N 5.900 -2.466 -0.719 -0.03 -0.03 -0.01 0.004
C 6.164 -1.112 -0.938 0.01 0.03 0.00 0.001
C 2.296 -2.633 0.270 -0.01 -0.05 -0.23 0.006
O 2.271 -3.856 0.377 0.03 0.03 0.09 0.008
O 1.318 -1.850 0.498 -0.02 0.21 0.32 0.018
H 7.326 -5.497 -1.361 0.00 0.00 0.00 0.000
H 5.869 -4.794 -2.078 0.00 0.00 -0.01 0.000
H 5.874 -5.322 -0.391 -0.01 0.00 0.00 0.000
H 7.437 -3.527 0.218 0.01 0.01 -0.01 0.000
H 7.620 -2.966 -2.764 0.00 0.00 0.00 0.000
H 8.850 -3.753 -1.775 0.00 0.00 0.00 0.000
H 9.329 -1.288 -2.078 -0.01 0.00 -0.01 0.000
H 9.104 -1.733 -0.394 0.01 0.00 0.00 0.000
H 8.654 1.057 -1.692 0.00 0.00 0.00 0.000
H 4.536 1.884 -0.881 0.00 -0.01 -0.01 0.000
H 4.489 -3.879 -0.125 0.00 0.00 -0.01 0.000
O 1.489 4.137 -1.198 -0.12 -0.04 -0.07 -0.001
P 1.184 3.209 0.078 -0.01 -0.07 0.07 0.004
O 0.433 3.956 1.118 0.02 0.05 0.04 0.001
O 0.606 1.903 -0.430 -0.03 0.06 -0.28 0.018
O 2.689 2.897 0.554 0.04 -0.01 0.07 0.002
P 2.864 1.969 1.901 -0.02 0.14 0.06 0.004
O 2.465 3.014 3.047 0.02 -0.02 0.01 -0.001
O 4.259 1.527 2.023 0.00 -0.03 -0.01 0.002
O 1.727 0.955 1.822 -0.13 -0.44 -0.16 0.026
H 0.912 4.906 -1.163 0.05 0.03 0.06 0.000
H 1.649 3.475 2.769 -0.01 -0.01 -0.01 0.000